Entry 1:
A 2-piece molecular cluster, C5H13BrIN2O3PSi overall. Source: the Open Molecules 2025 dataset; level of theory: the ωB97M-V functional and the def2-TZVPD basis.

Structure (XYZ):
```
27
Properties=species:S:1:pos:R:3:mulliken_charge:R:1
C 2.939 -1.044 0.557 -1.0680
C 3.768 0.224 0.397 -0.3845
C 2.980 1.472 -0.069 -0.6703
N 1.618 1.172 -0.558 0.0033
Si 0.247 2.137 -0.246 0.2396
Br 0.397 3.094 1.715 -0.2523
I -0.151 3.772 -1.996 -0.0867
P -1.642 0.868 -0.225 0.8424
O -2.901 1.600 -0.414 -0.6376
O -1.505 0.093 1.166 -0.4578
O -1.434 -0.342 -1.274 -0.5292
H 2.106 -0.895 1.244 0.2431
H 3.568 -1.847 0.944 0.3836
H 2.512 -1.374 -0.391 0.2715
H 4.590 0.044 -0.300 0.2856
H 4.241 0.466 1.352 0.2702
H 2.884 2.182 0.751 0.3117
H 3.527 1.991 -0.859 0.3126
H 1.647 0.911 -1.537 0.2531
H -2.343 -0.217 1.528 0.3249
H -0.937 -0.132 -2.068 0.3292
C -4.423 -2.002 -0.277 -0.4649
C -4.220 -3.073 0.693 0.3409
N -4.045 -3.912 1.458 -0.3861
H -4.945 -2.380 -1.154 0.3182
H -5.017 -1.203 0.164 0.2784
H -3.463 -1.604 -0.600 -0.0708
```

HOMO level in Eh: -0.3605
ΔE to the lowest compared entry with this formula, charge and spin in kcal per mole: 0.0
Net charge: 0
HOMO-LUMO gap in eV: 9.89


Entry 2:
One molecule with the formula C3H4F2O at a distorted geometry. Source: the Open Molecules 2025 dataset; level of theory: the ωB97M-V functional and the def2-TZVPD basis.

Structure (XYZ):
```
10
Properties=species:S:1:pos:R:3:mulliken_charge:R:1
C 0.223 1.298 0.189 -0.2927
C 0.606 -0.165 -0.007 0.2797
C -0.141 -1.253 -0.120 -0.2126
H -1.527 0.795 -0.085 0.3370
H 0.480 1.545 1.223 0.2479
H 0.938 1.818 -0.444 0.2848
H 0.243 -2.247 -0.307 0.3586
O -1.077 1.637 -0.206 -0.4803
F 1.977 -0.324 -0.032 -0.2622
F -1.493 -1.264 0.131 -0.2602
```

HOMO level in Eh: -0.3706
ΔE to the lowest compared entry with this formula, charge and spin in kcal per mole: 29.0
Net charge: 0
HOMO-LUMO gap in eV: 10.95


Entry 3:
A 13-piece molecular cluster, C44H89F15O34S8 overall at a distorted geometry. Source: the Open Molecules 2025 dataset; level of theory: the ωB97M-V functional and the def2-TZVPD basis.

Structure (XYZ):
```
190
Properties=species:S:1:pos:R:3:mulliken_spin:R:1
O -9.718 1.949 0.165 0.0000
S -8.543 1.361 -0.476 0.0000
O -8.177 1.715 -1.841 0.0000
O -7.298 1.509 0.608 -0.0001
C -5.967 1.106 0.294 0.0001
C -5.200 1.481 1.585 0.0002
C -8.786 -0.457 -0.230 0.0000
H -5.588 1.656 -0.567 0.0001
H -5.666 0.112 -0.036 -0.0001
H -4.114 1.469 1.498 -0.0002
H -5.481 0.734 2.328 0.0001
H -5.519 2.454 1.958 0.0000
H -9.070 -0.619 0.810 0.0000
H -7.759 -0.791 -0.380 0.0000
H -9.550 -0.842 -0.907 0.0000
O 5.360 5.399 -1.855 0.0000
S 4.136 6.048 -1.416 0.0000
O 3.011 6.164 -2.311 0.0000
O 3.621 5.328 -0.034 0.0000
C 2.639 4.290 -0.111 0.0003
C 2.291 3.736 1.264 -0.0004
C 4.699 7.690 -0.734 0.0000
H 3.022 3.453 -0.695 0.0000
H 1.704 4.550 -0.609 -0.0003
H 1.637 2.864 1.237 0.0002
H 1.763 4.406 1.943 0.0000
H 3.163 3.229 1.676 0.0000
H 5.516 7.890 -1.427 0.0000
H 5.001 7.495 0.294 0.0000
H 3.986 8.505 -0.863 0.0000
O 1.196 3.911 -6.510 0.0000
S 0.186 4.501 -5.645 0.0000
O -1.190 4.755 -6.105 0.0000
O 0.193 3.779 -4.147 -0.0001
C -1.034 3.460 -3.574 -0.0001
C -0.700 3.323 -2.086 0.0002
C 0.826 6.103 -5.095 0.0000
H -1.449 2.569 -4.047 -0.0001
H -1.828 4.202 -3.666 0.0000
H -0.066 2.459 -1.890 0.0000
H -1.659 3.185 -1.586 0.0000
H -0.322 4.275 -1.712 0.0000
H 0.935 6.851 -5.881 0.0000
H 1.774 5.922 -4.588 0.0000
H 0.165 6.506 -4.327 0.0000
O -1.393 -5.669 -5.010 0.0000
S -1.099 -4.531 -4.142 0.0001
O -1.957 -3.346 -4.205 0.0002
O -0.909 -5.173 -2.520 0.0000
C -2.028 -5.950 -2.139 -0.0001
C -3.335 -5.072 -1.970 0.0002
C 0.642 -4.037 -4.258 0.0001
H -1.734 -6.461 -1.222 0.0000
H -2.162 -6.755 -2.862 0.0000
H -3.088 -4.014 -1.892 -0.0001
H -3.859 -5.381 -1.065 0.0000
H -3.960 -5.148 -2.860 0.0000
H 0.840 -3.831 -5.310 0.0000
H 1.198 -4.950 -4.042 0.0000
H 0.902 -3.202 -3.608 -0.0001
O -7.071 -1.478 -3.075 0.0000
S -6.162 -1.022 -4.177 0.0000
O -6.545 -1.262 -5.577 0.0000
O -5.853 0.605 -3.921 0.0000
C -5.543 1.406 -5.069 0.0000
C -4.822 2.588 -4.391 0.0001
C -4.442 -1.654 -3.871 0.0004
H -6.458 1.685 -5.592 0.0000
H -4.911 0.838 -5.752 0.0000
H -3.951 2.461 -3.749 -0.0001
H -5.385 3.108 -3.615 0.0000
H -4.818 3.446 -5.062 0.0000
H -3.826 -0.754 -3.852 -0.0001
H -4.290 -2.329 -4.713 0.0000
H -4.411 -2.210 -2.935 -0.0002
O -1.349 -2.276 -7.232 0.0000
S -1.289 -0.901 -6.866 -0.0002
O -2.470 -0.225 -6.340 0.0000
O 0.056 -0.642 -5.875 -0.0001
C 0.209 0.613 -5.229 0.0000
C 1.682 0.714 -4.704 -0.0003
C -0.722 -0.039 -8.352 0.0000
H -0.505 0.473 -4.417 0.0001
H -0.036 1.457 -5.874 0.0000
H 2.352 0.364 -5.490 0.0000
H 1.811 0.118 -3.801 0.0004
H 2.041 1.729 -4.536 -0.0001
H -1.447 -0.235 -9.142 0.0000
H 0.154 -0.649 -8.574 0.0000
H -0.538 1.026 -8.213 0.0000
O 6.085 0.982 7.042 0.0018
S 5.597 0.358 5.818 -0.0098
O 4.185 0.493 5.377 0.0022
O 6.612 0.782 4.551 0.0006
C 6.189 0.649 3.253 0.0031
C 7.263 -0.281 2.548 0.0007
C 5.963 -1.498 5.823 0.0031
H 6.341 1.607 2.756 0.0000
H 5.135 0.410 3.117 -0.0012
H 7.296 -1.235 3.073 0.0004
H 8.189 0.269 2.717 -0.0001
H 7.034 -0.459 1.498 -0.0003
H 7.017 -1.777 5.833 -0.0012
H 5.379 -1.894 4.992 -0.0020
H 5.409 -1.934 6.654 0.0046
O 4.781 2.025 -2.173 -0.0001
S 5.318 1.510 -0.908 -0.0001
O 4.517 1.083 0.284 0.0004
O 6.431 0.333 -1.365 0.0000
C 7.046 0.524 -2.650 0.0000
C 8.137 -0.606 -2.717 0.0000
C 6.510 2.829 -0.385 0.0000
H 7.449 1.537 -2.661 0.0000
H 6.319 0.383 -3.450 0.0000
H 7.730 -1.545 -2.344 0.0000
H 8.977 -0.350 -2.071 0.0000
H 8.577 -0.785 -3.698 0.0000
H 5.908 3.682 -0.071 0.0000
H 7.120 3.254 -1.182 0.0000
H 7.128 2.356 0.379 0.0000
C -1.189 -1.852 3.211 -0.0661
C -2.008 -3.104 3.104 0.0219
O -3.292 -2.867 2.639 -0.0044
C -3.856 -3.604 1.724 0.0038
O -3.395 -4.690 1.359 -0.0002
C -5.254 -3.190 1.271 0.0006
F -5.576 -1.902 1.575 0.0003
F -5.282 -3.348 -0.093 0.0001
F -6.204 -4.014 1.757 0.0000
H -0.141 -2.084 3.401 -0.0098
H -1.652 -1.278 4.013 0.0572
H -1.288 -1.415 2.217 0.0162
H -2.105 -3.558 4.090 -0.0056
H -1.469 -3.831 2.497 -0.0134
C -4.248 0.926 5.046 -0.0026
C -3.301 0.761 6.276 0.0102
O -1.955 1.171 5.854 0.0190
C -1.555 2.501 5.867 0.0009
O -2.296 3.443 6.282 0.0003
C -0.108 2.683 5.349 -0.0019
F 0.738 2.346 6.281 -0.0001
F 0.125 1.762 4.389 -0.0040
F 0.067 4.016 5.143 -0.0003
H -5.290 0.787 5.336 -0.0002
H -4.001 0.160 4.311 0.0028
H -4.159 1.856 4.486 0.0003
H -3.424 -0.194 6.787 -0.0045
H -3.555 1.447 7.085 0.0003
C 1.914 0.086 2.059 -0.0040
C 1.660 -0.099 0.554 0.0010
O 0.242 -0.151 0.283 0.0026
C -0.168 -0.930 -0.802 -0.0011
O 0.547 -1.582 -1.513 0.0001
C -1.644 -0.687 -1.247 0.0004
F -2.315 -1.756 -1.533 0.0003
F -2.306 -0.101 -0.269 0.0001
F -1.644 0.117 -2.333 0.0003
H 2.993 0.133 2.207 -0.0021
H 1.596 -0.742 2.692 -0.0011
H 1.564 1.027 2.484 -0.0014
H 2.064 -1.104 0.432 -0.0002
H 2.337 0.419 -0.126 0.0003
C 4.769 -2.415 1.174 0.0005
C 3.989 -3.067 0.079 0.0002
O 2.823 -3.684 0.633 0.0000
C 1.965 -4.314 -0.099 -0.0002
O 2.113 -4.540 -1.288 0.0001
C 0.705 -4.597 0.686 -0.0014
F 0.484 -5.893 0.772 0.0000
F 0.836 -4.243 1.945 0.0034
F -0.369 -3.947 0.121 -0.0008
H 5.654 -1.983 0.706 -0.0001
H 5.294 -3.110 1.829 -0.0002
H 4.298 -1.691 1.838 -0.0005
H 4.681 -3.765 -0.391 0.0000
H 3.716 -2.331 -0.677 0.0000
C -2.580 -2.704 8.850 -0.0034
C -1.515 -3.299 7.927 -0.0050
O -0.489 -2.278 7.805 0.0487
C 0.345 -2.389 6.693 0.6068
O 0.322 -3.395 5.960 0.2175
C 1.293 -1.267 6.443 0.1423
F 1.075 -0.286 7.343 -0.0018
F 2.532 -1.751 6.493 0.0081
F 1.145 -0.835 5.182 -0.0369
H -2.236 -2.742 9.883 0.0007
H -3.420 -3.393 8.754 0.0002
H -2.912 -1.713 8.541 0.0001
H -1.945 -3.606 6.973 -0.0026
H -1.041 -4.141 8.432 0.0063
```

HOMO level (spin up / spin down) in Eh: -0.0180 / -0.1915
Expectation value of S²: 0.753
Spin multiplicity: 2
Net charge: -1
HOMO-LUMO gap (spin up / spin down) in eV: 1.54 / 6.26